[1]
A molecular structure, C17H26N2NbO5S at a distorted geometry, computed with ωB97M-V/def2-TZVPD.

The geometry in XYZ format:
```
52
Properties=species:S:1:pos:R:3:mulliken_charge:R:1
C 4.0135 -3.9871 2.5752 -0.886
C 2.9024 -2.8763 2.7388 -0.523
C 2.4393 -2.3233 1.3417 0.014
O 3.4317 -1.4006 0.9344 -0.510
Nb 3.6398 -1.1959 -1.1331 -0.185
S 4.2722 -3.6252 -1.4894 -0.532
C 5.8813 -0.7499 -0.7818 -0.760
C 6.1274 -0.0830 0.6457 -0.695
H 3.6444 -4.9862 2.8852 0.313
H 4.8264 -3.7147 3.2845 0.264
H 4.4406 -3.9946 1.5574 0.178
H 3.3747 -2.0129 3.2510 0.219
H 2.0644 -3.2722 3.3428 0.345
H 1.4472 -1.8344 1.4112 -0.036
H 2.3175 -3.1932 0.6624 0.359
H 1.8793 -1.4955 -1.4923 0.072
H 3.8483 -0.9853 -2.9478 0.027
H 3.3115 0.6128 -1.0735 -0.017
H 3.1124 -4.1592 -2.0110 0.107
H 6.3304 -0.1289 -1.5816 0.391
H 6.3926 -1.7388 -0.7320 0.215
H 5.2439 0.4881 0.9878 0.173
H 6.3487 -0.8882 1.3750 0.190
H 7.0253 0.5707 0.5700 0.321
C -3.4287 1.4348 2.1789 -0.500
C -2.0613 1.3817 1.9377 -0.558
C -1.5038 0.2620 1.3341 -0.192
C -2.3295 -0.7940 0.9752 -0.056
C -3.6957 -0.7554 1.2186 -0.469
C -4.2440 0.3662 1.8236 -0.361
N -1.7477 -1.9620 0.3169 1.052
O -0.5533 -1.9595 0.1401 -0.575
O -2.4983 -2.8599 -0.0174 -0.638
H -3.8608 2.3111 2.6428 0.413
H -1.4291 2.2149 2.2159 0.402
H -0.4380 0.2271 1.1475 0.588
H -4.3357 -1.5816 0.9417 0.448
H -5.3086 0.4109 2.0147 0.401
C -4.1422 2.9805 -4.1974 -0.391
C -4.6197 2.0437 -3.2889 -0.523
C -4.7640 2.3837 -1.9518 -0.194
C -4.4302 3.6665 -1.5399 0.090
C -3.9454 4.6080 -2.4368 -0.381
C -3.8018 4.2590 -3.7717 -0.415
N -4.6018 4.0334 -0.1363 1.044
O -5.0080 3.1788 0.6217 -0.599
O -4.3279 5.1679 0.1929 -0.621
H -4.0350 2.7132 -5.2415 0.369
H -4.8812 1.0485 -3.6235 0.377
H -5.1348 1.6496 -1.2494 0.442
H -3.6808 5.6047 -2.1125 0.439
H -3.4269 4.9845 -4.4816 0.365
```

Properties
**Calculated total energy**: -43645.66914 eV
**Kohn-Sham gap**: 5.11 eV
**Charge**: -1
**Maximum force**: 3.5 eV Å⁻¹
**E_HOMO**: -4.3 eV
**LUMO**: 0.788 eV

=====

[2]
A single C17H26N2O4 molecule at a distorted geometry, computed with ωB97M-V/def2-TZVPD.

The geometry in XYZ format:
```
49
Properties=species:S:1:pos:R:3:mulliken_charge:R:1
O 1.4702 1.3565 1.6681 -0.581
O -0.3443 -2.2501 3.5392 -0.640
N 0.2967 -4.7551 0.2953 -0.620
O 0.6666 -6.0932 0.6307 -0.189
O -0.0435 -0.0131 0.6144 -0.290
C 1.0291 0.7911 0.6938 0.362
C -0.3269 -1.9110 2.3609 -0.082
C 0.1030 -4.1912 1.4386 0.576
C 0.0260 -5.1428 2.5266 -0.136
C 0.4182 -6.3309 1.9094 0.200
N -0.0317 -2.8731 1.3665 -0.033
C 0.6742 -7.6955 2.5521 -1.153
C -2.9321 -0.5365 1.0072 -1.494
C -2.1595 1.5363 2.1888 -1.281
C 1.3519 1.2949 -0.7403 -0.896
C -0.4999 -0.4503 1.9939 0.321
C 0.4399 4.5347 -4.2612 -0.663
C 1.9356 4.6209 -3.8037 -0.726
C 0.4608 2.4077 -1.1427 -0.537
C -0.3103 3.8304 -3.1984 -0.895
C 2.1125 3.5657 -2.6408 -0.826
C -1.9567 0.0384 2.0966 0.466
C 0.7537 2.8834 -2.5981 0.362
H -0.2234 -4.8623 3.5223 0.445
H -0.1741 -2.4919 0.4965 0.171
H 0.2752 -8.4954 1.9489 0.355
H 0.2422 -7.7282 3.5582 0.295
H 1.7232 -7.9809 2.4995 0.303
H -3.9877 -0.3205 1.1528 0.448
H -2.8027 -1.6178 1.0396 0.390
H -2.7284 -0.0500 0.0962 0.301
H -3.2620 1.7033 2.0173 0.360
H -1.8425 1.8427 3.1591 0.399
H -1.4780 2.1254 1.5854 0.148
H 2.3160 1.7376 -0.8906 0.537
H 1.3288 0.4675 -1.3882 0.449
H 0.0401 -0.0115 2.8909 0.401
H 0.0971 5.5347 -4.5583 0.356
H 0.2706 4.0228 -5.1787 0.361
H 2.3065 5.5112 -3.3848 0.335
H 2.6076 4.4742 -4.6583 0.288
H 0.4723 3.2842 -0.5015 0.349
H -0.5022 1.9223 -1.2178 0.124
H -0.6925 4.4626 -2.4306 0.369
H -1.1371 3.2086 -3.5980 0.356
H 2.2947 4.0792 -1.6082 0.281
H 2.9791 2.8999 -2.8465 0.306
H -2.1477 -0.4175 3.1046 0.358
H 0.8915 2.0825 -3.3069 0.266
```

Properties
**Calculated total energy**: -29218.59241 eV
**SMILES**: Cc1cc(NC(=O)[C@@H](OC(=O)CCC2CCCC2)C(C)C)no1
**Kohn-Sham gap**: 10.13 eV
**Charge**: 0
**Maximum force**: 5.4 eV Å⁻¹
**Energy above the lowest of the compared OMol25 structures with the same formula, charge and spin**: 4.8343 eV
**E_HOMO**: -9.4 eV
**LUMO**: 0.753 eV

=====

[3]
A molecular structure, C17H26N2OSr at a distorted geometry, computed with ωB97M-V/def2-TZVPD.

The geometry in XYZ format:
```
47
Properties=species:S:1:pos:R:3:mulliken_charge:R:1
C 1.1077 -2.2510 -1.7285 -1.517
C 2.3087 -1.0005 1.8537 -0.528
H 0.3159 -2.7731 -2.2944 0.409
H 2.0606 -2.7454 -1.8594 0.376
H 1.1306 -1.1437 -1.7346 0.170
H 1.8659 -0.0286 2.1245 -0.050
H 2.7366 -1.4438 2.7702 0.314
H 3.1263 -0.8325 1.1353 0.244
C -2.7163 0.7016 -2.7613 -0.161
C -3.6103 1.3867 -3.5879 -0.705
C -4.0646 2.6434 -3.1816 -0.333
C -3.5880 3.2166 -2.0009 -0.679
H -2.3669 -0.3236 -2.9505 0.442
H -3.9332 0.9174 -4.5189 0.384
H -4.8014 3.1807 -3.7831 0.407
H -3.9534 4.1651 -1.6034 0.316
N -2.2328 1.2910 -1.6497 -0.331
C -2.6103 2.5400 -1.2633 0.442
C -1.9629 3.1091 -0.0589 0.409
N -1.1634 2.2664 0.6500 -0.255
C -0.4240 2.6933 1.6878 0.049
C -1.3332 4.8996 1.4347 -0.392
C -0.4682 4.0244 2.1019 -0.712
H 0.2083 1.9293 2.1623 0.225
H 0.1635 4.3369 2.9326 0.394
C -2.1042 4.4385 0.3619 -0.595
H -2.8168 5.0767 -0.1620 0.261
H -1.3979 5.9417 1.7481 0.407
Sr -0.7827 -0.0288 -0.1536 1.596
C 1.5249 1.0522 -0.9310 -1.501
H 1.9504 1.6187 -0.0888 0.323
H 1.2931 1.7248 -1.7722 0.157
H 2.2405 0.2745 -1.2371 0.403
C 3.0021 -3.3432 0.6392 -1.726
C 1.6299 -3.2062 1.3024 1.826
C 0.5994 -4.0380 0.5669 -1.780
C 1.6700 -3.7552 2.7331 -1.773
O 1.2464 -1.8083 1.3050 -0.026
H 3.2389 -4.3923 0.4337 0.390
H 3.8078 -2.9542 1.2767 0.432
H 3.0262 -2.8154 -0.3153 0.364
H 1.0542 -5.0100 0.3487 0.325
H -0.2571 -4.2356 1.2175 0.445
H 0.2707 -3.5809 -0.3731 0.362
H 2.5300 -3.3755 3.3015 0.402
H 0.7316 -3.4905 3.2406 0.385
H 1.7475 -4.8524 2.6817 0.405
```

Properties
**Calculated total energy**: -23909.02504 eV
**Kohn-Sham gap (alpha / beta)**: 3.41 / 2.25 eV
**Charge**: 0
**Maximum force**: 3.4 eV Å⁻¹
**Energy above the lowest of the compared OMol25 structures with the same formula, charge and spin**: 0.2113 eV
**E_HOMO (alpha / beta)**: -4.4 / -3.6 eV
**LUMO (alpha / beta)**: -1.023 / -1.349 eV

=====

Copy entry 2 word for word.
A single C17H26N2O4 molecule at a distorted geometry, computed with ωB97M-V/def2-TZVPD.

The geometry in XYZ format:
```
49
Properties=species:S:1:pos:R:3:mulliken_charge:R:1
O 1.4702 1.3565 1.6681 -0.581
O -0.3443 -2.2501 3.5392 -0.640
N 0.2967 -4.7551 0.2953 -0.620
O 0.6666 -6.0932 0.6307 -0.189
O -0.0435 -0.0131 0.6144 -0.290
C 1.0291 0.7911 0.6938 0.362
C -0.3269 -1.9110 2.3609 -0.082
C 0.1030 -4.1912 1.4386 0.576
C 0.0260 -5.1428 2.5266 -0.136
C 0.4182 -6.3309 1.9094 0.200
N -0.0317 -2.8731 1.3665 -0.033
C 0.6742 -7.6955 2.5521 -1.153
C -2.9321 -0.5365 1.0072 -1.494
C -2.1595 1.5363 2.1888 -1.281
C 1.3519 1.2949 -0.7403 -0.896
C -0.4999 -0.4503 1.9939 0.321
C 0.4399 4.5347 -4.2612 -0.663
C 1.9356 4.6209 -3.8037 -0.726
C 0.4608 2.4077 -1.1427 -0.537
C -0.3103 3.8304 -3.1984 -0.895
C 2.1125 3.5657 -2.6408 -0.826
C -1.9567 0.0384 2.0966 0.466
C 0.7537 2.8834 -2.5981 0.362
H -0.2234 -4.8623 3.5223 0.445
H -0.1741 -2.4919 0.4965 0.171
H 0.2752 -8.4954 1.9489 0.355
H 0.2422 -7.7282 3.5582 0.295
H 1.7232 -7.9809 2.4995 0.303
H -3.9877 -0.3205 1.1528 0.448
H -2.8027 -1.6178 1.0396 0.390
H -2.7284 -0.0500 0.0962 0.301
H -3.2620 1.7033 2.0173 0.360
H -1.8425 1.8427 3.1591 0.399
H -1.4780 2.1254 1.5854 0.148
H 2.3160 1.7376 -0.8906 0.537
H 1.3288 0.4675 -1.3882 0.449
H 0.0401 -0.0115 2.8909 0.401
H 0.0971 5.5347 -4.5583 0.356
H 0.2706 4.0228 -5.1787 0.361
H 2.3065 5.5112 -3.3848 0.335
H 2.6076 4.4742 -4.6583 0.288
H 0.4723 3.2842 -0.5015 0.349
H -0.5022 1.9223 -1.2178 0.124
H -0.6925 4.4626 -2.4306 0.369
H -1.1371 3.2086 -3.5980 0.356
H 2.2947 4.0792 -1.6082 0.281
H 2.9791 2.8999 -2.8465 0.306
H -2.1477 -0.4175 3.1046 0.358
H 0.8915 2.0825 -3.3069 0.266
```

Properties
**Calculated total energy**: -29218.59241 eV
**SMILES**: Cc1cc(NC(=O)[C@@H](OC(=O)CCC2CCCC2)C(C)C)no1
**Kohn-Sham gap**: 10.13 eV
**Charge**: 0
**Maximum force**: 5.4 eV Å⁻¹
**Energy above the lowest of the compared OMol25 structures with the same formula, charge and spin**: 4.8343 eV
**E_HOMO**: -9.4 eV
**LUMO**: 0.753 eV